[1]
{"formula": "C4H13NO2", "method": "ωB97M-V/def2-TZVPD", "elements": ["C", "C", "C", "N", "C", "H", "H", "H", "H", "H", "H", "H", "H", "H", "O", "H", "H", "O", "H", "H"], "coordinates": [[-1.660, -0.523, 0.585], [-0.594, 0.290, 0.617], [-0.666, 1.755, 0.323], [0.679, -0.254, 0.779], [1.661, 0.477, 1.570], [-2.553, -0.143, 0.127], [-1.609, -1.549, 0.916], [-0.690, 2.380, 1.218], [-1.648, 1.945, -0.121], [0.090, 2.101, -0.372], [0.813, -1.245, 0.718], [2.478, -0.156, 1.933], [1.274, 0.880, 2.506], [2.154, 1.199, 0.917], [-0.064, 0.005, -2.393], [0.277, 0.118, -1.493], [-0.922, 0.441, -2.428], [0.467, -2.922, -1.916], [0.802, -2.047, -2.138], [-0.290, -2.751, -1.348]], "homo_lumo_gap_ev": 9.2, "e_homo_ev": -8.510, "smiles": "C=C(C)NC.O.O", "e_lumo_ev": 0.687, "e_above_lowest_ev": 1.092}

[2]
{"formula": "C38H47N2O4PdTe", "method": "ωB97M-V/def2-TZVPD", "elements": ["Pd", "O", "C", "C", "C", "C", "C", "C", "C", "C", "N", "H", "H", "H", "H", "H", "H", "H", "H", "H", "H", "H", "C", "O", "C", "C", "H", "H", "H", "H", "H", "H", "C", "C", "O", "H", "H", "H", "C", "C", "C", "C", "C", "C", "Te", "N", "C", "O", "C", "C", "C", "C", "C", "C", "C", "C", "C", "C", "C", "C", "C", "C", "C", "C", "C", "C", "H", "H", "H", "H", "H", "H", "H", "H", "H", "H", "H", "H", "H", "H", "H", "H", "H", "H", "H", "H", "H", "H", "H", "H", "H", "H", "H"], "coordinates": [[1.429, -0.574, 1.704], [4.517, -1.056, 3.421], [5.290, -1.134, 2.232], [5.842, -2.536, 1.965], [4.973, -3.676, 2.493], [3.611, -3.893, 1.839], [3.189, -5.221, 1.804], [2.053, -5.544, 0.993], [1.335, -4.575, 0.405], [1.646, -3.123, 0.694], [2.959, -2.851, 1.327], [3.642, -1.398, 3.176], [6.103, -0.413, 2.352], [4.686, -0.830, 1.380], [6.836, -2.633, 2.418], [5.968, -2.658, 0.884], [4.841, -3.554, 3.571], [5.533, -4.605, 2.355], [3.840, -6.000, 2.182], [1.814, -6.589, 0.803], [0.514, -4.791, -0.270], [1.617, -2.585, -0.265], [-1.844, -2.517, 1.471], [-0.625, -2.547, 0.780], [0.567, -2.440, 1.538], [0.470, -3.027, 2.937], [-1.888, -1.716, 2.214], [-2.047, -3.468, 1.980], [-2.624, -2.351, 0.723], [-0.140, -2.418, 3.603], [1.477, -3.098, 3.350], [0.077, -4.053, 2.898], [3.834, 1.740, 1.810], [2.345, 1.416, 1.963], [1.650, 2.386, 2.261], [4.020, 2.797, 2.030], [4.139, 1.517, 0.781], [4.420, 1.098, 2.467], [-3.378, 5.342, -5.292], [-2.665, 4.550, -4.227], [-1.515, 3.829, -4.513], [-0.851, 3.088, -3.539], [0.400, 2.359, -3.940], [-1.346, 3.042, -2.224], [-0.354, 1.924, -0.639], [-0.391, 0.217, 1.676], [-0.947, 0.618, 2.810], [-0.922, 0.000, 3.891], [-1.857, 1.829, 2.737], [-1.347, 3.121, 2.839], [-2.212, 4.207, 2.866], [-3.586, 4.018, 2.778], [-4.094, 2.732, 2.664], [-3.233, 1.643, 2.651], [-0.716, 0.038, -1.544], [0.334, -0.771, -1.997], [1.790, -0.427, -1.835], [0.027, -2.017, -2.549], [-1.271, -2.487, -2.630], [-1.570, -3.856, -3.177], [-2.292, -1.678, -2.152], [-2.035, -0.430, -1.604], [-3.179, 0.373, -1.049], [-2.506, 3.777, -1.926], [-3.139, 3.829, -0.556], [-3.140, 4.514, -2.927], [-2.818, 5.332, -6.228], [-3.512, 6.383, -4.990], [-4.371, 4.931, -5.493], [-1.114, 3.847, -5.522], [0.685, 2.615, -4.962], [0.263, 1.278, -3.877], [1.220, 2.616, -3.269], [-0.273, 3.246, 2.883], [-1.808, 5.210, 2.946], [-4.257, 4.871, 2.787], [-5.165, 2.575, 2.587], [-3.625, 0.634, 2.582], [2.005, 0.609, -2.080], [2.406, -1.085, -2.451], [2.097, -0.571, -0.791], [0.842, -2.656, -2.875], [-0.651, -4.386, -3.426], [-2.188, -3.799, -4.078], [-2.110, -4.455, -2.441], [-3.315, -2.042, -2.174], [-4.107, -0.200, -1.099], [-3.319, 1.305, -1.605], [-2.983, 0.641, -0.008], [-2.652, 3.172, 0.161], [-4.193, 3.547, -0.612], [-3.095, 4.844, -0.154], [-4.038, 5.072, -2.672]], "homo_lumo_gap_ev": [4.2, 4.2], "spin_multiplicity": 2, "e_homo_ev": [-0.317, -0.327], "total_charge": -2, "e_lumo_ev": [3.833, 3.833], "e_above_lowest_ev": 0.385, "s_squared": 0.775}

[3]
{"formula": "C6H11ClS", "method": "ωB97M-V/def2-TZVPD", "elements": ["C", "C", "C", "C", "C", "C", "H", "H", "H", "H", "H", "H", "H", "H", "H", "H", "H", "S", "Cl"], "coordinates": [[-1.716, -0.265, 1.426], [-1.378, -0.344, -0.117], [-1.014, -1.602, -0.806], [1.033, 1.230, -0.242], [1.715, 2.195, 0.558], [2.055, 0.229, -0.995], [-1.927, 0.843, 1.522], [-2.266, -1.073, 1.744], [-0.720, -0.480, 1.960], [-2.385, -0.150, -0.806], [-0.713, -1.415, -1.957], [-0.102, -2.230, -0.051], [-2.450, -2.073, -0.837], [2.733, 2.282, 0.885], [1.110, 2.607, 1.385], [1.328, -0.448, -1.589], [2.852, 0.631, -1.622], [-0.702, 1.215, -0.719], [2.547, -1.153, 0.261]], "homo_lumo_gap_ev": 9.3, "e_homo_ev": -8.997, "e_lumo_ev": 0.259, "e_above_lowest_ev": 5.396}

[4]
{"formula": "C39H32BrCl6InN2O12Te", "method": "ωB97M-V/def2-TZVPD", "elements": ["In", "C", "C", "C", "C", "C", "C", "C", "Br", "C", "O", "C", "C", "C", "C", "C", "C", "H", "H", "H", "H", "H", "H", "H", "H", "H", "H", "H", "H", "H", "H", "H", "H", "H", "H", "H", "H", "Cl", "C", "C", "C", "Cl", "C", "Cl", "C", "Cl", "C", "Cl", "O", "C", "O", "C", "C", "C", "C", "C", "C", "O", "N", "O", "O", "N", "O", "O", "H", "H", "O", "Cl", "O", "O", "O", "Te", "C", "C", "C", "C", "C", "C", "C", "C", "C", "C", "C", "C", "H", "H", "H", "H", "H", "H", "H", "H", "H", "H"], "coordinates": [[-0.220, 0.308, -0.260], [-1.300, 0.838, 7.633], [-0.672, -0.459, 7.103], [-1.324, -1.632, 7.837], [0.828, -0.457, 7.430], [-0.857, -0.554, 5.590], [-0.463, 0.494, 4.766], [-0.598, 0.388, 3.403], [-0.091, 1.873, 2.345], [-1.091, -0.749, 2.708], [-1.110, -0.823, 1.415], [-1.523, -1.808, 3.567], [-1.386, -1.665, 4.947], [-2.147, -3.142, 3.107], [-3.559, -3.260, 3.706], [-2.289, -3.318, 1.596], [-1.280, -4.306, 3.615], [-1.213, 0.887, 8.723], [-2.357, 0.887, 7.367], [-0.810, 1.719, 7.219], [-1.204, -1.500, 8.916], [-0.864, -2.583, 7.563], [-2.392, -1.692, 7.618], [0.992, -0.380, 8.510], [1.329, 0.383, 6.947], [1.298, -1.374, 7.071], [-0.039, 1.404, 5.174], [-1.719, -2.494, 5.558], [-4.186, -2.440, 3.350], [-3.549, -3.231, 4.797], [-4.019, -4.203, 3.393], [-2.977, -2.589, 1.179], [-2.690, -4.321, 1.404], [-1.342, -3.208, 1.074], [-1.215, -4.336, 4.705], [-0.268, -4.222, 3.216], [-1.702, -5.258, 3.278], [-1.507, 3.713, -0.111], [-2.690, 2.463, -0.320], [-2.302, 1.143, -0.548], [-3.347, 0.257, -0.812], [-2.967, -1.366, -1.265], [-4.691, 0.617, -0.778], [-5.932, -0.545, -1.089], [-5.035, 1.931, -0.488], [-6.697, 2.399, -0.412], [-4.029, 2.863, -0.277], [-4.460, 4.508, 0.042], [3.938, -0.535, -0.002], [2.924, 0.154, -0.154], [1.797, -0.101, 0.394], [3.040, 1.327, -1.120], [4.247, 1.528, -1.735], [4.353, 2.406, -2.818], [3.228, 2.957, -3.398], [2.004, 2.746, -2.800], [1.880, 2.046, -1.559], [0.829, 2.109, -0.842], [0.824, 3.167, -3.550], [-0.263, 2.748, -3.217], [0.998, 3.916, -4.507], [5.647, 2.672, -3.409], [6.634, 2.157, -2.904], [5.705, 3.406, -4.388], [5.106, 0.970, -1.392], [3.295, 3.525, -4.312], [-0.865, -4.134, -3.230], [0.513, -2.235, -1.664], [0.448, -2.342, -0.127], [2.476, -0.545, -3.492], [0.264, -0.812, -2.344], [3.345, -3.606, -0.671], [2.331, -5.458, -0.793], [3.048, -6.593, -1.156], [2.447, -7.847, -1.128], [1.121, -7.972, -0.741], [0.402, -6.839, -0.374], [1.002, -5.589, -0.388], [2.180, -2.407, -1.924], [0.148, -3.502, -2.526], [0.635, -4.401, -3.489], [1.428, -3.714, -4.576], [2.333, -2.747, -4.392], [2.788, -1.845, -3.158], [4.078, -6.497, -1.479], [3.015, -8.723, -1.419], [0.648, -8.946, -0.722], [-0.631, -6.927, -0.060], [0.439, -4.710, -0.103], [-0.827, -2.102, -1.506], [0.873, -5.444, -3.296], [1.324, -4.071, -5.599], [2.829, -2.385, -5.291], [3.885, -1.868, -3.083]], "homo_lumo_gap_ev": [5.6, 6.1], "e_homo_ev": [-2.587, -2.568], "total_charge": -2, "e_lumo_ev": [3.012, 3.521], "e_above_lowest_ev": 13.604}

[5]
{"formula": "C5H11NO", "method": "ωB97M-V/def2-TZVPD", "elements": ["C", "C", "C", "C", "N", "C", "H", "H", "H", "H", "H", "H", "H", "H", "H", "O", "H", "H"], "coordinates": [[-2.307, -0.564, -1.720], [-1.553, -1.022, -0.746], [-0.238, -0.547, -0.450], [0.494, -0.988, 0.638], [1.857, -0.600, 0.949], [2.368, 0.588, 0.307], [-3.476, -0.656, -1.699], [-1.793, -0.094, -2.658], [-2.093, -1.752, -0.038], [0.287, 0.012, -1.313], [0.018, -1.627, 1.302], [2.143, -0.841, 1.917], [1.636, 0.975, -0.408], [3.266, 0.335, -0.285], [2.617, 1.490, 0.895], [-0.823, 1.766, 1.390], [-0.724, 1.321, 0.488], [-1.679, 2.202, 1.431]], "homo_lumo_gap_ev": 8.7, "e_homo_ev": -7.663, "smiles": "C=C/C=C/NC.O", "e_lumo_ev": 0.999, "e_above_lowest_ev": 3.082}

[6]
{"formula": "C4H8O2", "method": "ωB97M-V/def2-TZVPD", "elements": ["C", "C", "C", "O", "C", "O", "H", "H", "H", "H", "H", "H", "H", "H"], "coordinates": [[-1.246, -1.059, 0.045], [-0.142, -0.263, 0.702], [1.195, -0.482, 0.331], [1.328, 1.097, -0.789], [-0.044, 1.375, -0.158], [-0.943, 1.562, -0.965], [-2.132, -0.429, -0.077], [-1.518, -1.952, 0.621], [-0.951, -1.378, -0.961], [-0.318, 0.009, 1.744], [2.015, -0.187, 0.981], [1.464, -1.187, -0.457], [1.088, 0.842, -1.696], [0.204, 2.052, 0.678]], "homo_lumo_gap_ev": 8.8, "e_homo_ev": -8.540, "e_lumo_ev": 0.219, "e_above_lowest_ev": 3.831}

[7]
{"formula": "C4H9BrO2", "method": "ωB97M-V/def2-TZVPD", "elements": ["C", "C", "C", "C", "O", "O", "Br", "H", "H", "H", "H", "H", "H", "H", "H", "H"], "coordinates": [[-0.712, 1.966, -1.684], [1.177, -2.027, -0.007], [-0.981, 0.926, -0.683], [-0.080, -1.245, -0.167], [0.648, 0.282, 2.305], [-0.123, -0.043, -0.641], [-1.393, -1.639, 1.228], [-1.560, 2.535, -1.731], [0.156, 2.601, -1.465], [-0.520, 1.452, -2.684], [1.597, -1.738, 0.909], [1.842, -1.886, -0.848], [0.991, -3.163, 0.134], [-1.969, 0.813, -0.110], [0.944, 1.114, 2.523], [-0.016, 0.051, 2.920]], "homo_lumo_gap_ev": [7.6, 7.7], "e_homo_ev": [-7.015, -7.024], "e_lumo_ev": [0.608, 0.687], "e_above_lowest_ev": 4.029}

[8]
{"formula": "C7H18BF3N4O3P", "method": "ωB97M-V/def2-TZVPD", "elements": ["C", "C", "C", "O", "N", "B", "C", "O", "C", "N", "C", "O", "C", "F", "F", "F", "N", "P", "N", "H", "H", "H", "H", "H", "H", "H", "H", "H", "H", "H", "H", "H", "H", "H", "H", "H", "H"], "coordinates": [[-1.689, 2.664, 0.891], [-2.161, 1.259, 0.419], [-2.464, 1.172, -1.086], [-1.851, 0.080, -1.818], [-0.523, -0.111, -1.528], [0.435, 0.985, -2.043], [1.244, 1.954, -1.113], [0.602, 1.081, -3.381], [-0.118, -1.178, -0.948], [1.221, -1.428, -0.695], [1.778, -0.845, 0.513], [2.477, -1.808, 1.289], [3.617, -1.324, 1.795], [4.095, -2.194, 2.627], [4.531, -1.141, 0.869], [3.428, -0.201, 2.459], [-1.010, -2.166, -0.578], [-1.245, -2.419, 1.152], [-0.447, -3.676, 1.600], [-2.530, 3.240, 1.271], [-1.035, 2.500, 1.752], [-1.112, 3.205, 0.142], [-1.441, 0.528, 0.784], [-3.087, 1.062, 0.962], [-2.290, 2.149, -1.553], [-3.534, 1.009, -1.192], [1.135, 2.958, -1.523], [0.923, 1.884, -0.072], [2.306, 1.685, -1.160], [-0.259, 1.149, -3.830], [1.817, -1.343, -1.511], [1.043, -0.299, 1.105], [2.510, -0.089, 0.216], [-1.884, -2.051, -1.093], [-0.770, -1.327, 1.900], [-2.629, -2.587, 1.404], [-1.082, -4.377, 1.974]], "homo_lumo_gap_ev": 8.1, "e_homo_ev": -12.315, "total_charge": 1, "smiles": "CCCON(B(C)O)/C(NCOC(F)(F)F)=[NH+]/[PH2]=N", "e_lumo_ev": -4.255}

| no. | strongest force on any atom (eV/Å) |
| --- | --- |
| 1 | 1.28 |
| 2 | 0.45 |
| 3 | 5.40 |
| 4 | 7.76 |
| 5 | 4.01 |
| 6 | 0.48 |
| 7 | 3.15 |
| 8 | 3.66 |